1.
Entry from the OMol25 dataset: 2 unconnected molecules or ions with the total composition C4H13NO3 in a non-equilibrium geometry (ωB97M-V with the def2-TZVPD basis set).

CARTESIAN COORDINATES (ANGSTROEM)
C  -0.5591  -1.9817  2.6499
C  0.3872  -1.9457  1.4100
O  -0.2353  -2.7321  0.3612
C  0.6171  -0.4577  1.1388
N  1.4543  -0.2392  -0.0727
C  0.8021  0.1105  -1.3532
O  -0.5881  -0.2979  -1.2546
H  0.0032  -2.5025  3.4333
H  -1.5009  -2.5297  2.4997
H  -0.9853  -1.0415  2.9835
H  1.2616  -2.5820  1.5441
H  -0.4419  -2.1803  -0.4085
H  1.2844  -0.0637  1.9368
H  -0.3002  0.1039  1.1575
H  2.0666  -1.0332  -0.1799
H  0.7106  1.1863  -1.4095
H  1.2167  -0.3535  -2.2634
H  -1.1129  0.2705  -1.8140
O  -1.1414  6.2757  -3.5968
H  -1.4334  6.4815  -2.6998
H  -1.5052  5.5124  -4.0624

The SMILES is C[C@@H](O)CNCO.O. Its energy relative to the best compared isomer or geometry (same formula, charge and spin) is 248.60 kJ/mol. The total energy comes out at -11989.8948 eV. The value obtained for the LUMO energy is 0.37 eV.

Atom charges from the Mulliken analysis, given in e for atoms 1 to 6: -1.28, 0.47, -0.56, -1.00, -0.34, -0.26


2.
Entry from the OMol25 dataset: 2 unconnected molecules or ions with the total composition C4H13NO3 in a non-equilibrium geometry (ωB97M-V with the def2-TZVPD basis set).

CARTESIAN COORDINATES (ANGSTROEM)
C  0.5659  1.4857  0.4210
C  -0.2418  0.7112  -0.6181
O  -1.3233  1.5070  -1.0868
C  -0.7386  -0.6606  -0.0204
N  -2.1919  -0.7925  0.1243
C  -0.3363  -1.7621  -0.9626
O  -0.6110  -3.0617  -0.4414
H  -0.1062  1.9053  1.1640
H  1.1498  2.2599  -0.0516
H  1.2430  0.8111  0.9336
H  0.3143  0.4775  -1.5291
H  -2.1029  1.3820  -0.5399
H  -0.3322  -0.8494  0.9666
H  -2.6841  -0.6618  -0.7521
H  -2.5592  -0.1267  0.7914
H  -0.8405  -1.6385  -1.9276
H  0.7129  -1.8124  -1.2214
H  -1.5566  -3.0883  -0.2055
O  3.7573  0.9906  1.4857
H  3.9672  1.0911  2.4174
H  3.9144  1.8327  1.0523

The SMILES is C[C@H](O)[C@@H](N)CO.O. Its energy relative to the best compared isomer or geometry (same formula, charge and spin) is 153.65 kJ/mol. The total energy comes out at -11990.8788 eV. The value obtained for the LUMO energy is 0.72 eV.

Atom charges from the Mulliken analysis, given in e for atoms 1 to 6: -1.31, 0.08, -0.57, 0.60, -0.86, -0.98


3.
Entry from the OMol25 dataset: 3 unconnected molecules or ions with the total composition C4H13NO3 in a non-equilibrium geometry (ωB97M-V with the def2-TZVPD basis set).

CARTESIAN COORDINATES (ANGSTROEM)
C  1.4262  -0.9879  -1.8075
C  1.5721  -0.5641  -0.3604
N  0.7859  0.6366  -0.0970
C  0.6311  0.8856  1.3363
C  0.0423  2.2481  1.5494
O  -0.7569  2.7816  0.8200
H  0.5017  -1.5183  -2.0041
H  2.2830  -1.5607  -2.1714
H  1.4076  -0.0614  -2.3962
H  2.6057  -0.3182  -0.1268
H  1.3412  -1.4053  0.3142
H  -0.1111  0.5338  -0.5667
H  0.0041  0.1393  1.8430
H  1.6503  0.8466  1.7240
H  0.3408  2.8289  2.4347
O  -1.7182  -2.4858  -0.1127
H  -2.3585  -1.9131  -0.5290
H  -0.9585  -2.5441  -0.6981
O  -3.0837  0.5817  0.5221
H  -2.1645  0.8625  0.5848
H  -3.4405  1.0140  -0.2586

The SMILES is CCNCC=O.O.O. Its energy relative to the best compared isomer or geometry (same formula, charge and spin) is 178.36 kJ/mol. The total energy comes out at -11990.6227 eV. The value obtained for the LUMO energy is 0.68 eV.

Atom charges from the Mulliken analysis, given in e for atoms 1 to 6: -1.21, -0.32, -0.32, -0.55, -0.05, -0.46


4.
Entry from the OMol25 dataset: a molecular structure, C4H13NO3 in a non-equilibrium geometry (ωB97M-V with the def2-TZVPD basis set).

CARTESIAN COORDINATES (ANGSTROEM)
C  -0.6312  1.1877  0.6938
C  0.2829  0.1311  1.2108
C  1.7099  0.4525  0.7172
O  1.6246  0.5349  -0.6297
N  -0.4594  1.3501  -0.7074
C  -1.1207  0.3286  -1.4888
O  -2.0996  -1.1729  0.7835
H  -1.6526  0.8859  1.0191
H  -0.3831  2.1410  1.1772
H  0.0475  -0.8480  0.8031
H  0.2490  0.0460  2.2980
H  2.1788  1.3463  1.1567
H  2.3732  -0.3501  1.0924
H  1.4368  -1.1705  -0.8735
H  0.5893  1.1716  -0.9435
H  -0.8383  0.4064  -2.5365
H  -2.2153  0.4680  -1.4968
H  -2.7400  -1.6438  1.3404
H  1.4940  -2.4496  -1.6891
H  -1.0661  -0.6924  -1.0731
O  1.2205  -2.1228  -0.8537

Its energy relative to the best compared isomer or geometry (same formula, charge and spin) is 795.34 kJ/mol. The total energy comes out at -11984.2282 eV. The value obtained for the LUMO energy is -3.80 eV.

Atom charges from the Mulliken analysis, given in e for atoms 1 to 6: -0.54, -0.40, -0.42, -0.71, -0.22, -0.70


Taking the records one at a time from the top gives HOMO values of -9.02, -9.69, -9.43, -8.47 eV.
Taking the records one at a time from the top gives orbital gap values of 0.34505, 0.38242, 0.37152, 0.17162 hartree.